*A*
Computed, not measured: a molecular structure, C2H9N5O, with the ωB97M-V functional and the def2-TZVPD basis.

As for the frontier orbital gap (spin up / spin down): 8.58 / 8.57 eV. The value obtained for the LUMO energy (spin up / spin down) is 0.9 / 0.9 eV. As for the HOMO energy (spin up / spin down): -0.2829 / -0.2829 hartree.

Structure (XYZ):
```
17
C2H9N5O (the ωB97M-V functional and the def2-TZVPD basis)
C 2.2679 -0.7519 0.1882
N 0.8715 -0.5149 0.6057
C -0.1437 -0.8931 -0.5373
O -0.5025 -2.0474 -0.5938
H 0.6328 -1.1496 1.3657
H 0.0921 -0.2841 -1.4265
H 2.5081 -0.0804 -0.6368
H 2.9427 -0.5413 1.0193
H 2.4107 -1.7825 -0.1412
N -1.5698 0.3289 0.0214
N -2.4796 0.7118 -0.9793
N -0.9269 1.9900 0.7600
N 0.1464 1.9103 1.1893
H -2.1014 -0.0754 0.7917
H -1.9869 0.7434 -1.8664
H -2.8201 1.6549 -0.7834
H 0.6587 0.7811 1.0236
```

*B*
Computed, not measured: 2 unconnected molecules or ions with the total composition C2H9N5O, with the ωB97M-V functional and the def2-TZVPD basis.

As for the frontier orbital gap: 9.85 eV. The value obtained for the LUMO energy is 0.8 eV. As for the HOMO energy: -0.3335 hartree.

Structure (XYZ):
```
17
C2H9N5O (the ωB97M-V functional and the def2-TZVPD basis)
N 0.8638 -1.3548 1.8046
C 1.2738 -0.2739 1.0353
N 0.6933 0.9358 1.3619
O 2.0632 -0.3820 0.1216
H 0.0105 -1.1990 2.3187
H 0.7734 -2.1890 1.2410
H 1.2215 1.7273 1.0318
H 0.3678 1.0410 2.3097
N -1.7528 1.4702 -1.1953
C -1.2455 0.1739 -1.0877
N -0.1714 -0.0515 -1.9338
N -1.6611 -0.7553 -0.3181
H -2.6562 1.5942 -0.7703
H -1.7137 1.8261 -2.1379
H 0.3983 0.7735 -2.0648
H 0.3963 -0.8186 -1.5993
H -2.5256 -0.4713 0.1311
```

Of them, *B* has the highest stability.

*A*
Computed, not measured: a gas-phase ion, C2H9N4 (charge +1), with the ωB97M-V functional and the def2-TZVPD basis.

As for the frontier orbital gap (spin up / spin down): 6.22 / 7.83 eV. The total charge is +1. The value obtained for the LUMO energy (spin up / spin down) is -3.2 / -7.2 eV. As for the HOMO energy (spin up / spin down): -0.3475 / -0.5511 hartree. As for the spin multiplicity: 3.

Structure (XYZ):
```
15
C2H9N4 (the ωB97M-V functional and the def2-TZVPD basis)
C 1.5806 0.0503 0.2793
C -1.6503 1.2696 -0.1981
N 0.4815 -0.2255 -0.3470
N 2.8413 -0.1026 -0.1365
N -1.5814 -1.2195 -0.2204
N -0.7688 -0.2087 0.2817
H 1.3463 0.2202 1.4289
H -1.2013 1.9077 0.5214
H -1.2347 1.1369 -1.2378
H -2.5550 0.8193 0.0535
H 3.6549 0.3224 0.2642
H 2.8580 -0.1905 -1.1256
H -1.3447 -1.3860 -1.1917
H -1.5839 -2.0584 0.3797
H -0.8424 -0.3352 1.2484
```

*B*
Computed, not measured: 2 unconnected molecules or ions with the total composition C2H9N4, with the ωB97M-V functional and the def2-TZVPD basis.

As for the frontier orbital gap (spin up / spin down): 6.63 / 8.96 eV. The total charge is +1. The value obtained for the LUMO energy (spin up / spin down) is -3.1 / -6.5 eV. As for the HOMO energy (spin up / spin down): -0.3583 / -0.5687 hartree. As for the spin multiplicity: 3.

Structure (XYZ):
```
15
C2H9N4 (the ωB97M-V functional and the def2-TZVPD basis)
C 1.3836 -0.0210 -0.1335
C -2.6860 -0.1812 0.4421
N 2.7023 -0.0672 -0.1329
N 0.7841 -1.0705 0.4099
N -2.1887 0.2954 -0.6014
N 0.6015 1.0518 -0.4569
H -3.8126 -0.2448 0.5691
H -2.1559 -0.2625 1.3858
H 3.0511 -0.8265 0.3402
H 3.3243 0.7208 -0.3211
H 1.3527 -1.9117 0.5696
H -0.1873 -0.9520 0.4111
H -2.7110 0.3971 -1.4859
H -0.4698 1.1505 -0.2790
H 1.0117 1.9216 -0.7171
```

Of them, *B* has the highest stability.